Entry 1:
The following is a DFT calculation (wB97M-V/def2-TZVPD) of a cluster of 6 separate species, C59H68N4O22 in total.

Geometry (Å):
H  0.95  -0.41  2.95
N  0.39  -0.74  3.78
C  -0.41  0.31  4.23
C  -0.38  1.83  3.55
C  -0.64  1.63  1.92
C  0.58  1.99  0.86
C  2.05  2.57  1.33
C  3.23  1.43  1.45
C  4.45  2.10  2.37
C  4.76  3.67  1.98
N  6.25  4.02  2.12
C  0.23  1.77  -0.74
C  1.29  2.08  -1.99
C  2.50  0.97  -2.11
C  2.48  0.16  -3.56
C  2.41  -1.45  -3.28
C  3.78  -2.01  -2.50
C  3.46  -2.58  -0.99
C  4.64  -2.07  0.03
C  6.04  -2.96  -0.16
C  6.27  -3.77  1.27
C  7.77  -4.42  1.23
C  8.90  -3.27  1.59
C  -1.26  1.20  -1.22
C  -2.49  0.87  -0.13
N  -3.79  0.40  -0.71
C  -4.77  0.21  0.41
C  -4.48  0.41  2.00
O  -5.57  0.20  3.00
C  -6.16  -1.14  2.87
C  -7.79  -0.97  2.63
O  -8.17  -0.45  1.31
C  -9.19  -1.28  0.65
C  -8.50  -2.11  -0.59
N  -3.15  0.86  2.54
C  -2.14  1.09  1.44
H  -1.12  0.06  5.16
H  0.66  2.28  3.81
H  -1.28  2.41  4.04
H  1.98  3.19  2.33
H  2.40  3.33  0.49
H  2.77  0.46  1.94
H  3.72  1.22  0.39
H  5.42  1.48  2.16
H  4.13  2.10  3.51
H  4.46  3.96  0.89
H  4.19  4.39  2.75
H  6.53  3.98  3.13
H  6.40  5.00  1.73
H  0.64  2.15  -2.99
H  1.74  3.18  -1.85
H  2.41  0.22  -1.23
H  3.51  1.57  -2.01
H  1.65  0.57  -4.30
H  3.53  0.38  -4.07
H  2.32  -2.00  -4.33
H  1.49  -1.72  -2.58
H  4.63  -1.21  -2.46
H  4.13  -2.94  -3.14
H  2.38  -2.22  -0.64
H  3.49  -3.77  -0.96
H  4.23  -2.10  1.14
H  4.92  -0.94  -0.20
H  5.89  -3.72  -1.04
H  6.90  -2.18  -0.38
H  6.09  -2.98  2.13
H  5.42  -4.60  1.36
H  8.00  -4.90  0.17
H  7.80  -5.27  2.04
H  8.39  -2.36  2.14
H  9.45  -2.86  0.64
H  9.66  -3.75  2.37
H  -1.47  1.02  -2.38
H  -5.87  -0.15  0.11
H  -5.63  -1.84  2.10
H  -6.05  -1.67  3.93
H  -8.16  -0.16  3.43
H  -8.31  -1.99  2.93
H  -9.95  -0.52  0.14
H  -9.84  -1.93  1.38
H  -8.81  -3.25  -0.64
H  -7.34  -1.94  -0.52
H  -8.83  -1.65  -1.64
O  -4.73  -8.39  3.75
C  -5.28  -7.36  4.14
C  -4.52  -6.23  4.70
C  -5.15  -5.13  5.12
O  -4.44  -4.06  5.65
C  -6.63  -5.01  5.05
O  -7.18  -4.00  5.47
C  -7.39  -6.14  4.47
C  -6.76  -7.23  4.04
O  -7.46  -8.29  3.49
H  -3.44  -6.33  4.75
H  -5.12  -3.39  5.88
H  -8.46  -6.03  4.41
H  -6.78  -8.96  3.26
O  -6.84  6.04  2.12
C  -7.69  5.18  2.32
C  -8.91  5.45  3.09
C  -9.81  4.49  3.31
O  -10.97  4.74  4.02
C  -9.61  3.11  2.79
O  -10.44  2.24  3.02
C  -8.39  2.84  2.00
C  -7.50  3.81  1.78
O  -6.36  3.56  1.04
H  -9.05  6.46  3.46
H  -11.45  3.89  4.04
H  -8.27  1.84  1.61
H  -5.87  4.41  1.02
O  8.16  -1.10  -1.88
C  9.26  -0.63  -2.15
C  9.86  0.47  -1.38
C  11.06  0.97  -1.72
O  11.63  2.00  -1.00
C  11.82  0.43  -2.87
O  12.91  0.91  -3.17
C  11.24  -0.69  -3.63
C  10.04  -1.19  -3.29
O  9.49  -2.24  -3.99
H  9.29  0.86  -0.55
H  12.49  2.18  -1.43
H  11.81  -1.09  -4.45
H  8.62  -2.42  -3.56
O  -5.84  9.93  -2.37
C  -5.07  9.39  -1.58
C  -5.21  7.99  -1.17
C  -4.36  7.44  -0.30
O  -4.48  6.12  0.08
C  -3.25  8.24  0.29
O  -2.49  7.72  1.11
C  -3.09  9.64  -0.13
C  -3.94  10.18  -1.01
O  -3.80  11.49  -1.41
H  -6.02  7.42  -1.61
H  -3.75  5.97  0.72
H  -2.27  10.20  0.29
H  -4.54  11.65  -2.05
O  3.56  -7.39  -8.88
C  3.32  -6.34  -8.30
C  2.86  -5.13  -9.01
C  2.62  -4.00  -8.34
O  2.19  -2.86  -9.00
C  2.80  -3.91  -6.87
O  2.59  -2.85  -6.29
C  3.24  -5.13  -6.15
C  3.48  -6.26  -6.82
O  3.88  -7.40  -6.16
H  2.73  -5.20  -10.08
H  2.09  -2.18  -8.30
H  3.35  -5.05  -5.08
H  3.99  -8.08  -6.86

Output
Multiplicity = 1
E = -4162.46097 hartree
LUMO energy = -0.06647 Eh
E_HOMO = -7.970 eV
SMILES = [H]/N=C\Cc1c(CCCCN)c(CCCCCCCCCCC)cc2ncc(OCCOCC)nc12.O=C1C=C(O)C(=O)C=C1O.O=C1C=C(O)C(=O)C=C1O.O=C1C=C(O)C(=O)C=C1O.O=C1C=C(O)C(=O)C=C1O.O=C1C=C(O)C(=O)C=C1O
Gap between HOMO and LUMO = 0.2264 Eh

Entry 2:
The following is a DFT calculation (wB97M-V/def2-TZVPD) of a structure of composition C59H70F5N3O3PSTl.

Geometry (Å):
Tl  -0.18  -0.96  -0.13
C  -2.01  -2.18  3.01
N  -2.09  -0.87  2.38
C  -3.45  -0.56  1.98
C  -1.51  0.16  3.23
C  -1.27  1.46  2.47
N  -0.36  1.33  1.34
C  -0.62  2.41  0.37
C  -1.97  2.34  -0.26
C  -2.98  3.21  0.12
C  -4.23  3.18  -0.49
C  -4.42  2.21  -1.47
C  -3.44  1.33  -1.91
C  -2.13  1.41  -1.34
O  -1.10  0.75  -1.74
C  -3.87  0.33  -3.00
C  -4.99  -0.56  -2.44
C  -4.39  1.11  -4.23
C  -2.78  -0.61  -3.50
C  -5.30  4.20  -0.09
C  -4.78  5.62  -0.36
C  -6.60  4.02  -0.87
C  -5.62  4.06  1.41
C  1.06  1.41  1.74
C  1.63  0.34  2.62
C  1.84  0.57  3.96
C  2.50  -0.34  4.78
C  2.99  -1.48  4.15
C  2.86  -1.76  2.79
C  2.12  -0.85  1.97
O  1.90  -1.01  0.71
C  3.53  -3.05  2.30
C  5.02  -3.03  2.69
C  3.48  -3.25  0.78
C  2.85  -4.26  2.95
C  2.72  -0.03  6.26
C  3.63  1.21  6.38
C  1.38  0.25  6.95
C  3.40  -1.18  7.00
H  -2.57  -2.21  3.97
H  -0.97  -2.43  3.21
H  -2.44  -2.93  2.34
H  -4.11  -0.40  2.85
H  -3.84  -1.39  1.39
H  -3.47  0.33  1.35
H  -0.57  -0.22  3.62
H  -2.17  0.38  4.09
H  -0.88  2.21  3.18
H  -2.22  1.83  2.09
H  0.12  2.32  -0.43
H  -0.47  3.39  0.87
H  -2.77  3.92  0.91
H  -5.40  2.14  -1.92
H  -5.86  0.02  -2.10
H  -4.61  -1.13  -1.59
H  -5.33  -1.27  -3.20
H  -5.26  1.72  -3.98
H  -4.67  0.42  -5.03
H  -3.61  1.78  -4.60
H  -2.33  -1.16  -2.68
H  -1.99  -0.07  -4.01
H  -3.21  -1.34  -4.19
H  -4.53  5.73  -1.42
H  -3.89  5.82  0.22
H  -5.54  6.36  -0.11
H  -6.44  4.14  -1.95
H  -7.33  4.78  -0.56
H  -7.04  3.04  -0.69
H  -4.74  4.24  2.01
H  -5.98  3.05  1.62
H  -6.40  4.78  1.70
H  1.24  2.40  2.22
H  1.62  1.37  0.81
H  1.48  1.51  4.38
H  3.52  -2.20  4.76
H  5.51  -2.14  2.29
H  5.53  -3.91  2.28
H  5.16  -3.04  3.77
H  3.92  -2.40  0.25
H  2.46  -3.36  0.43
H  4.03  -4.16  0.51
H  2.93  -4.21  4.04
H  3.32  -5.19  2.62
H  1.79  -4.28  2.69
H  3.17  2.07  5.89
H  4.59  1.01  5.89
H  3.81  1.46  7.43
H  0.87  1.10  6.50
H  1.53  0.46  8.01
H  0.73  -0.62  6.86
H  4.39  -1.38  6.60
H  2.80  -2.09  6.93
H  3.51  -0.93  8.06
O  1.39  -4.12  -1.62
N  1.81  -3.48  -2.74
C  2.06  -2.24  -2.66
C  2.49  -1.47  -3.83
C  2.79  -2.14  -5.03
C  3.27  -1.44  -6.12
C  3.47  -0.07  -6.03
C  3.14  0.60  -4.86
C  2.63  -0.08  -3.75
P  2.09  0.87  -2.24
C  3.75  1.56  -1.81
C  3.85  2.64  -0.93
C  5.08  3.10  -0.49
C  6.25  2.47  -0.89
C  6.16  1.37  -1.73
C  4.93  0.91  -2.18
C  1.29  2.25  -3.19
C  0.33  1.84  -4.12
C  -0.46  2.76  -4.78
C  -0.33  4.12  -4.52
C  0.62  4.53  -3.60
C  1.43  3.61  -2.94
H  1.24  -3.47  -0.90
H  1.99  -1.69  -1.72
H  2.62  -3.20  -5.07
H  3.50  -1.96  -7.04
H  3.86  0.49  -6.87
H  3.27  1.67  -4.80
H  2.96  3.13  -0.57
H  5.13  3.94  0.19
H  7.21  2.82  -0.54
H  7.07  0.85  -2.04
H  4.89  0.05  -2.82
H  0.20  0.78  -4.31
H  -1.21  2.42  -5.49
H  -0.96  4.85  -5.01
H  0.74  5.59  -3.38
H  2.16  3.97  -2.24
F  -1.06  -8.43  -3.04
C  -1.46  -7.33  -2.37
C  -1.38  -6.08  -2.95
F  -0.92  -5.97  -4.20
C  -1.79  -4.96  -2.26
F  -1.69  -3.78  -2.88
C  -2.33  -5.01  -0.95
S  -2.84  -3.62  -0.11
C  -2.42  -6.31  -0.42
F  -2.95  -6.50  0.80
C  -1.99  -7.44  -1.09
F  -2.09  -8.65  -0.52

Output
Multiplicity = 1
E = -4091.60370 hartree
Relative energy (zero: lowest compared OMol25 entry of this formula, charge and spin) = 13.9 kcal/mol
LUMO energy = 0.13877 Eh
Net charge = -2
E_HOMO = -1.628 eV
Gap between HOMO and LUMO = 0.1986 Eh

Entry 3:
The following is a DFT calculation (wB97M-V/def2-TZVPD) of a structure of composition C59H71CsN6O2P2.

Geometry (Å):
Cs  0.42  0.96  0.74
C  -2.04  3.17  1.92
C  -2.08  3.00  3.42
C  -3.24  3.25  4.13
C  -3.29  3.14  5.51
C  -2.12  2.79  6.19
C  -0.93  2.53  5.51
C  0.29  2.11  6.27
C  -0.90  2.63  4.10
N  0.22  2.22  3.39
C  1.44  2.68  3.62
O  1.77  3.79  4.08
C  2.57  1.67  3.30
C  3.85  1.99  3.74
C  4.87  1.06  3.55
C  4.58  -0.15  2.95
C  3.26  -0.41  2.57
N  2.29  0.48  2.73
C  2.94  -1.81  2.04
O  3.69  -2.29  1.17
N  1.89  -2.34  2.64
C  1.69  -3.71  2.62
C  0.41  -4.19  2.25
C  -0.58  -3.21  1.69
C  0.10  -5.54  2.38
C  1.03  -6.44  2.88
C  2.30  -5.98  3.21
C  2.65  -4.64  3.08
C  4.01  -4.17  3.48
H  -2.99  3.56  1.55
H  -1.23  3.86  1.65
H  -1.84  2.22  1.42
H  -4.13  3.53  3.58
H  -4.20  3.34  6.06
H  -2.13  2.71  7.27
H  0.05  1.94  7.32
H  0.70  1.19  5.84
H  1.08  2.87  6.20
H  4.00  2.95  4.22
H  5.88  1.29  3.88
H  5.33  -0.90  2.77
H  -0.20  -2.77  0.77
H  -1.54  -3.69  1.48
H  -0.73  -2.38  2.38
H  -0.89  -5.88  2.10
H  0.78  -7.49  2.99
H  3.04  -6.67  3.59
H  4.62  -5.01  3.83
H  4.52  -3.69  2.64
H  3.95  -3.42  4.27
C  4.71  2.11  -2.86
C  3.77  1.20  -2.06
C  4.06  1.25  -0.56
P  1.92  1.30  -2.30
C  1.84  1.44  -4.17
C  0.66  0.65  -4.74
C  1.83  2.87  -4.72
C  1.45  2.99  -1.75
C  2.25  4.06  -1.35
C  1.72  5.27  -0.92
C  2.61  6.41  -0.52
C  0.33  5.38  -0.87
C  -0.50  4.33  -1.22
C  0.04  3.12  -1.70
N  -0.71  2.01  -2.02
C  -1.97  2.13  -2.50
C  -2.42  3.21  -3.31
C  -3.69  3.25  -3.84
C  -4.61  2.22  -3.63
C  -6.01  2.27  -4.19
C  -4.17  1.14  -2.88
C  -2.90  1.06  -2.31
P  -2.25  -0.35  -1.33
C  -1.77  -1.54  -2.67
C  -2.76  -1.83  -3.79
C  -1.24  -2.85  -2.08
C  -3.68  -1.19  -0.46
C  -3.85  -0.48  0.89
C  -5.07  -1.39  -1.07
H  5.75  1.84  -2.65
H  4.59  3.17  -2.62
H  4.56  2.01  -3.94
H  3.97  0.18  -2.38
H  3.80  2.22  -0.13
H  5.12  1.05  -0.35
H  3.49  0.47  -0.04
H  2.76  0.94  -4.51
H  -0.29  1.09  -4.43
H  0.67  -0.38  -4.40
H  0.69  0.65  -5.84
H  0.89  3.36  -4.45
H  1.91  2.86  -5.81
H  2.64  3.47  -4.31
H  3.33  3.95  -1.35
H  3.65  6.09  -0.46
H  2.33  6.81  0.46
H  2.56  7.24  -1.24
H  -0.11  6.31  -0.52
H  -1.58  4.42  -1.11
H  -1.73  4.02  -3.52
H  -3.98  4.10  -4.46
H  -6.15  3.16  -4.81
H  -6.77  2.28  -3.40
H  -6.22  1.40  -4.82
H  -4.86  0.31  -2.75
H  -0.91  -1.01  -3.11
H  -3.58  -2.46  -3.45
H  -2.26  -2.36  -4.61
H  -3.18  -0.91  -4.21
H  -2.05  -3.45  -1.66
H  -0.51  -2.67  -1.30
H  -0.76  -3.45  -2.86
H  -3.25  -2.18  -0.26
H  -4.17  0.56  0.74
H  -2.93  -0.46  1.47
H  -4.61  -0.97  1.50
H  -5.63  -0.45  -1.06
H  -5.63  -2.10  -0.46
H  -5.06  -1.77  -2.09
C  -2.88  -3.09  5.22
C  -2.54  -1.64  5.54
C  -1.98  -0.96  4.37
N  -1.54  -0.42  3.46
H  -3.33  -3.58  6.09
H  -1.99  -3.64  4.93
H  -3.59  -3.15  4.39
H  -1.80  -1.58  6.34
H  -3.41  -1.08  5.87
N  2.42  -1.75  -2.31
C  2.20  -2.66  -2.97
C  1.89  -3.81  -3.80
C  1.58  -5.02  -3.19
C  1.30  -6.13  -3.98
C  1.34  -6.02  -5.36
C  1.64  -4.81  -5.97
C  1.92  -3.69  -5.18
H  1.56  -5.08  -2.11
H  1.06  -7.07  -3.51
H  1.13  -6.89  -5.98
H  1.66  -4.72  -7.04
H  2.15  -2.74  -5.63

Output
Multiplicity = 1
E = -3472.80615 hartree
Relative energy (zero: lowest compared OMol25 entry of this formula, charge and spin) = 28.3 kcal/mol
LUMO energy = 0.12785 Eh
Net charge = -2
E_HOMO = -1.657 eV
Gap between HOMO and LUMO = 0.1887 Eh